DFT (the ωB97M-V functional and the def2-TZVPD basis) results for a cluster of 13 separate species, C72H165F9N10O26 in total at a distorted geometry.

**Highest occupied orbital energy**: -8.4 eV
**Molar mass**: 1758.1 g mol⁻¹
**Gap between HOMO and LUMO**: 8.8800 eV
**LUMO energy**: 0.5 eV

ORCA input file:
```
! wB97M-V def2-TZVPD RIJCOSX def2/J DEFGRID3
* xyz 0 1
C 2.76352 -4.17417 7.46670
O 2.20951 -3.09069 8.15736
C 1.11743 -3.31946 9.00948
C 0.58102 -1.88157 9.24036
N -0.08268 -1.31138 8.06664
C -0.22097 0.13167 8.07442
C -0.62303 0.70586 6.71370
O 0.53738 0.77754 5.96572
C 0.26225 0.89486 4.57244
H 3.50364 -3.81194 6.75319
H 1.98307 -4.67653 6.89519
H 3.17970 -4.93875 8.12268
H 1.23970 -3.88344 9.93418
H 0.31885 -3.85581 8.49694
H 1.50575 -1.34031 9.44037
H -0.07982 -1.91628 10.10650
H 0.51846 -1.59374 7.30573
H 0.62474 0.61506 8.56352
H -1.07049 0.24859 8.74727
H -0.85801 1.71887 7.04035
H -1.52027 0.18888 6.37345
H 0.02766 1.95719 4.50532
H -0.53073 0.21750 4.25547
H 1.15098 0.60836 4.01014
C -0.69187 -5.25172 0.55088
O 0.60702 -4.81259 0.11108
C 0.83164 -5.16422 -1.30578
C 2.32665 -5.08097 -1.65013
N 2.90043 -3.86190 -1.13592
C 4.30885 -3.95576 -0.77711
C 4.87512 -2.56843 -0.48687
O 4.47889 -2.12824 0.82466
C 4.99774 -0.82859 1.19808
H -1.46654 -4.71573 0.00254
H -0.80737 -5.04035 1.61394
H -0.97698 -6.28412 0.34847
H 0.21512 -4.53034 -1.94311
H 0.44596 -6.16204 -1.51486
H 2.38673 -5.16532 -2.73520
H 2.82043 -5.95919 -1.23417
H 2.28968 -3.51031 -0.41239
H 4.83563 -4.48045 -1.57417
H 4.52240 -4.55069 0.11090
H 4.48179 -1.90166 -1.25421
H 5.96109 -2.62487 -0.56158
H 6.07665 -0.93402 1.31194
H 4.62859 -0.60128 2.19815
H 4.73853 0.01895 0.56359
C -5.09466 -0.27615 -3.81590
O -4.18732 -1.35102 -3.86704
C -2.79953 -1.02490 -3.62572
C -2.27255 -1.16148 -2.18703
N -2.83859 -0.26141 -1.18710
C -2.34446 1.07398 -1.49226
C -2.65802 1.96534 -0.24857
O -1.66267 1.72186 0.81307
C -1.62682 2.73069 1.87573
H -5.93800 -0.37327 -4.49961
H -4.62952 0.69705 -3.97280
H -5.46035 -0.21869 -2.79068
H -2.44823 -0.09554 -4.07400
H -2.27173 -1.78194 -4.20572
H -1.19615 -1.16874 -2.01555
H -2.46894 -2.14957 -1.77087
H -2.25987 -0.40332 -0.37159
H -2.83159 1.44892 -2.39239
H -1.25916 1.09263 -1.59173
H -3.67878 1.89630 0.12745
H -2.50133 2.95965 -0.66677
H -1.79840 2.19785 2.81100
H -2.44168 3.44431 1.75389
H -0.69892 3.30237 1.89289
C 0.37197 6.36828 -0.56582
O 0.78322 7.73456 -0.38996
C 1.30251 8.38646 -1.52515
C 1.52417 9.85327 -1.10614
N 2.77524 10.02415 -0.27840
C 2.92046 11.53225 -0.18704
C 1.84473 12.42022 0.52810
O 1.73610 12.16236 1.94402
C 1.02264 10.99290 2.39348
H 1.19453 5.76818 -0.95492
H -0.45556 6.25596 -1.26631
H 0.03134 5.95348 0.38287
H 0.62817 8.28436 -2.37541
H 2.22798 7.92424 -1.86860
H 0.76106 10.10858 -0.37090
H 1.38548 10.50027 -1.97230
H 2.77180 9.60741 0.64160
H 3.31735 11.85709 -1.14884
H 3.81915 11.65397 0.41765
H 0.85878 12.39427 0.06407
H 2.10739 13.47133 0.40860
H 0.01743 10.94373 1.97485
H 0.94373 10.98049 3.48054
H 1.58406 10.10425 2.10501
C -1.68956 0.09827 -7.08487
O -0.54715 -0.39834 -6.37979
C 0.11144 0.66488 -5.70082
C 1.26551 0.06605 -4.94973
N 0.64301 -0.92694 -4.08767
C 1.63419 -1.86865 -3.59128
C 1.63058 -3.04480 -4.66504
O 0.37906 -3.78184 -4.55819
C 0.22575 -4.81078 -5.52130
H -1.25450 0.86444 -7.72660
H -2.48634 0.53353 -6.48171
H -2.20739 -0.74038 -7.55025
H -0.59373 1.14638 -5.02333
H 0.43616 1.37423 -6.46206
H 1.71870 0.75464 -4.23658
H 1.96725 -0.32359 -5.68719
H -0.08894 -1.40139 -4.59682
H 1.36645 -2.37462 -2.66371
H 2.64332 -1.46345 -3.51663
H 2.51920 -3.67450 -4.62108
H 1.76750 -2.58305 -5.64286
H -0.10336 -4.30881 -6.43115
H -0.64914 -5.40688 -5.26183
H 1.14281 -5.36177 -5.72984
C 0.04222 -9.17542 -0.34407
O 1.04228 -8.24861 0.06983
C 1.67778 -8.71095 1.22173
C 2.76669 -7.79212 1.80707
N 2.22766 -6.48762 2.17345
C 3.29020 -5.55611 2.64137
C 2.76770 -4.14821 2.93553
O 1.93575 -4.17095 4.10745
C 1.40953 -2.88652 4.46556
H -0.47937 -8.80007 -1.22450
H -0.75866 -9.35451 0.37330
H 0.54809 -10.10543 -0.60343
H 2.11989 -9.68416 1.00835
H 0.93907 -8.83383 2.01376
H 3.51508 -7.82946 1.01547
H 3.21669 -8.29264 2.66444
H 1.66520 -6.09136 1.43403
H 4.04186 -5.53668 1.85224
H 3.81645 -5.99989 3.48648
H 2.25941 -3.74862 2.05800
H 3.55203 -3.40026 3.05166
H 2.12569 -2.06784 4.53609
H 0.90974 -2.91660 5.43376
H 0.62657 -2.55414 3.78395
C 1.60487 3.41378 -8.26770
O 2.96876 3.33472 -7.74108
C 3.03208 2.33892 -6.67195
C 4.49779 2.38189 -6.25140
N 4.60583 3.64256 -5.53783
C 6.03086 3.93783 -5.35431
C 6.16984 5.24997 -4.52317
O 5.77462 6.26916 -5.39864
C 5.91368 7.55780 -4.80584
H 0.94958 3.94946 -7.58087
H 1.20150 2.45175 -8.58375
H 1.60675 4.07853 -9.13153
H 2.82690 1.31120 -6.97163
H 2.36026 2.51686 -5.83225
H 5.12416 2.33777 -7.14236
H 4.72113 1.59234 -5.53389
H 4.08806 4.29346 -6.11084
H 6.57827 4.05220 -6.28992
H 6.52091 3.10768 -4.84558
H 7.23407 5.38815 -4.33234
H 5.61254 5.12399 -3.59492
H 5.64095 8.31668 -5.53920
H 6.88386 7.83599 -4.39417
H 5.12640 7.69079 -4.06383
C -7.16296 -1.72794 -7.07340
O -7.55177 -2.31057 -5.86618
C -8.66638 -1.62949 -5.21480
C -8.94068 -2.31338 -3.87155
N -7.89007 -2.09384 -2.85723
C -8.21640 -2.87791 -1.64796
C -7.07887 -2.75545 -0.63256
O -5.96325 -3.46515 -1.10580
C -4.78109 -3.32196 -0.32385
H -6.91930 -0.69400 -6.82907
H -7.87464 -1.72167 -7.89896
H -6.27717 -2.27273 -7.40001
H -9.50718 -1.79661 -5.88803
H -8.60821 -0.54822 -5.08996
H -8.86837 -3.38444 -4.06051
H -9.95561 -2.21822 -3.48559
H -7.01472 -2.50207 -3.15252
H -8.51565 -3.91877 -1.77106
H -9.05654 -2.36518 -1.17958
H -7.47089 -3.23574 0.26396
H -6.92719 -1.71021 -0.36316
H -4.41328 -2.29779 -0.38609
H -4.01835 -3.94325 -0.79325
H -4.96879 -3.60117 0.71293
C -1.94548 -1.66618 1.84123
O -0.98375 -1.20355 0.84487
C 0.38681 -1.19324 1.25554
C 1.30988 -0.53911 0.16708
N 1.23933 0.90777 0.37268
C 1.80512 1.54052 -0.78203
C 1.76624 3.07899 -0.73129
O 1.32926 3.58891 -2.05814
C 2.38054 3.68196 -3.00562
H -1.61188 -2.54963 2.38561
H -2.88873 -1.85671 1.32929
H -2.10665 -0.83323 2.52556
H 0.57800 -2.26040 1.36829
H 0.51335 -0.72303 2.23073
H 0.94142 -0.90847 -0.78996
H 2.32869 -0.88037 0.35059
H 0.27005 1.13574 0.54193
H 1.24105 1.28563 -1.67923
H 2.86566 1.28977 -0.80371
H 2.68701 3.43257 -0.26734
H 0.96704 3.39872 -0.06259
H 3.19460 4.29085 -2.61236
H 2.02623 3.92544 -4.00725
H 2.83556 2.69634 -3.10369
C -1.77079 -9.33862 10.90680
O -1.61320 -8.08594 10.23983
C -1.99540 -8.10572 8.85988
C -1.88376 -6.61280 8.42760
N -2.33635 -6.48769 7.05542
C -2.19663 -5.06700 6.62749
C -2.18440 -4.85928 5.15324
O -2.39124 -3.53566 4.81742
C -3.70328 -3.11594 4.52896
H -2.78682 -9.72113 10.80951
H -1.62906 -9.21086 11.97997
H -1.17591 -10.16677 10.52161
H -3.02899 -8.44954 8.82006
H -1.44019 -8.85137 8.29080
H -0.85029 -6.26663 8.44258
H -2.42133 -5.96735 9.12222
H -1.97700 -7.20638 6.44348
H -1.25566 -4.64893 6.98512
H -2.99686 -4.56719 7.17332
H -2.85837 -5.58436 4.69702
H -1.18516 -5.19411 4.87483
H -3.91498 -3.41928 3.50365
H -3.74355 -2.03015 4.61571
H -4.46474 -3.55249 5.17527
C 2.87524 2.82116 3.07548
C 4.17462 2.48987 2.31929
O 4.43139 3.58815 1.50295
C 5.65221 3.80070 0.92931
O 6.61220 3.04655 1.07264
C 5.74098 5.05283 0.08929
F 4.57022 5.33254 -0.45101
F 6.29486 6.13098 0.68601
F 6.51365 4.78987 -0.96526
H 2.97008 3.82092 3.49923
H 2.62131 2.20008 3.93446
H 2.04590 2.81018 2.36825
H 4.14656 1.65572 1.61820
H 5.03838 2.38851 2.97637
C -7.45682 -3.43680 4.11717
C -7.61673 -2.03002 4.70248
O -6.60613 -1.17684 4.18872
C -6.60385 -0.69498 2.93501
O -7.46259 -0.99374 2.07899
C -5.36321 0.18445 2.55028
F -4.83817 -0.39641 1.51275
F -5.71835 1.42774 2.19165
F -4.44674 0.23889 3.55300
H -6.41823 -3.76004 4.04678
H -7.70748 -3.42575 3.05644
H -8.01542 -4.24166 4.59496
H -7.54108 -2.14527 5.78373
H -8.61411 -1.69483 4.41788
C 1.81625 6.29524 -6.44412
C 1.52294 7.51428 -5.53352
O 2.28851 8.65859 -5.98580
C 2.11419 9.92434 -5.38256
O 1.26548 10.06881 -4.50340
C 3.11861 11.09182 -5.88275
F 3.88487 11.45107 -4.86114
F 3.81526 10.62770 -6.87842
F 2.50373 12.21972 -6.26642
H 1.51862 5.30955 -6.08646
H 2.88235 6.19602 -6.64827
H 1.37361 6.37503 -7.43700
H 1.89377 7.35257 -4.52138
H 0.45271 7.70656 -5.60931
*
```

Mulliken population analysis, charges in e, atoms 1 to 6:
1 C -0.586
2 O -0.396
3 C 0.326
4 C -0.882
5 N -0.048
6 C -0.939